1.
# C20H44ClN6O8PS2Ti

A molecular structure, C20H44ClN6O8PS2Ti at a distorted geometry (ωB97M-V/def2-TZVPD, the OMol25 dataset).

The geometry in XYZ format:
```
83
Properties=species:S:1:pos:R:3:forces:R:3
Ti 0.5494 0.5571 -0.1735 0.2 1.4 0.4
O 2.3512 0.3313 3.7055 -0.1 0.1 0.0
Cl 1.9308 1.1466 2.5880 0.0 -0.2 0.0
O 3.0716 1.7691 1.9456 0.1 0.0 -0.1
O 1.3775 0.0760 1.5567 0.0 -0.3 0.1
O 0.7125 2.1686 0.1364 -0.1 -0.7 -0.3
O 2.0978 -0.2269 -1.0737 0.2 0.0 -0.1
N 3.1719 -0.7573 -0.4492 -0.1 -0.1 0.0
C 4.2274 0.0713 -0.2733 0.0 0.0 0.0
C 5.3745 -0.3506 0.3180 -0.1 -0.2 0.0
C 5.4180 -1.6858 0.7679 0.1 0.2 0.0
C 4.3413 -2.4989 0.5944 -0.1 -0.1 0.0
C 3.1414 -2.0677 -0.0443 0.3 0.2 0.1
S 1.8099 -3.0581 -0.2741 0.1 -0.1 0.1
H 4.0529 1.0770 -0.6184 0.0 0.0 0.0
H 6.1937 0.3367 0.4590 0.0 0.0 0.0
H 6.3030 -2.0642 1.2626 0.0 0.0 0.0
H 4.3520 -3.5204 0.9439 0.0 0.0 0.0
C -0.5948 -1.8159 -2.0581 -0.1 0.1 0.0
O -0.8651 -1.1346 -0.8250 -0.1 -0.1 -0.1
C -2.2425 -0.8281 -0.6948 0.0 0.0 0.1
C -2.4105 -0.2539 0.6878 0.1 0.0 -0.1
O -1.4104 0.7608 0.7916 -0.2 0.0 0.1
C -1.5203 1.5206 2.0042 0.0 -0.1 0.0
H -1.0846 -2.7924 -2.0311 0.0 0.0 0.0
H 0.4801 -1.9447 -2.1176 0.0 0.0 0.0
H -0.9741 -1.2196 -2.8898 -0.1 0.0 0.0
H -2.8438 -1.7340 -0.8224 0.0 0.0 0.0
H -2.5228 -0.1000 -1.4654 0.0 0.0 0.0
H -2.2320 -0.9993 1.4657 0.0 -0.1 0.0
H -3.3992 0.1951 0.8172 0.0 0.0 0.0
H -1.3909 0.8588 2.8622 0.0 0.0 0.0
H -2.5054 1.9933 2.0352 0.0 0.0 0.0
H -0.7376 2.2700 1.9688 0.0 0.0 0.0
C 2.6520 2.6600 -3.7758 0.1 0.0 0.0
N 1.7910 3.0140 -2.6510 0.2 0.3 -0.2
C 2.5258 3.6838 -1.5745 0.0 -0.2 0.0
P 0.2506 2.4710 -2.6841 -0.2 -1.1 -0.1
O -0.0021 1.0559 -2.1425 0.0 0.8 -0.1
N -0.7392 3.6407 -2.0842 -0.1 -0.2 0.2
C -0.3413 4.7237 -1.1966 0.0 0.2 -0.1
C -2.1003 3.1721 -1.8198 0.0 0.2 0.2
N -0.1800 2.3400 -4.2789 -0.1 0.1 0.3
C -0.2193 3.5130 -5.1294 0.0 0.0 0.0
C -0.2797 1.0753 -4.9802 0.0 0.0 -0.1
H 3.5315 2.1270 -3.4098 0.0 0.0 0.0
H 2.9831 3.5618 -4.2983 0.0 0.0 0.0
H 2.1428 2.0097 -4.4851 0.1 0.1 0.1
H 3.4569 3.1455 -1.3930 0.0 0.0 0.0
H 1.9688 3.6650 -0.6474 0.0 0.0 0.0
H 2.7735 4.7082 -1.8669 0.0 0.0 0.0
H 0.6207 5.1362 -1.4844 -0.1 0.0 -0.1
H -0.2831 4.3957 -0.1580 0.0 0.0 0.1
H -1.0835 5.5195 -1.2890 0.0 0.0 0.0
H -2.3987 2.4159 -2.5418 0.0 0.0 -0.1
H -2.7771 4.0253 -1.9059 0.0 -0.1 0.0
H -2.1842 2.7498 -0.8111 0.0 0.0 -0.1
H -0.0403 4.4145 -4.5473 0.0 0.0 0.0
H -1.1988 3.6075 -5.6093 0.0 0.0 0.0
H 0.5409 3.4496 -5.9164 0.0 0.0 0.0
H -0.1708 0.2486 -4.2877 0.0 0.0 0.0
H 0.4975 0.9936 -5.7498 0.0 0.0 0.0
H -1.2524 0.9928 -5.4760 0.0 0.0 0.0
C -1.0724 -3.9761 1.5914 0.0 0.0 0.0
N -1.9804 -3.8962 2.7261 0.1 0.0 0.0
C -3.2259 -4.6215 2.5610 0.0 0.0 0.0
C -1.7774 -3.0043 3.7358 0.0 -0.2 0.0
S -0.7138 -1.7283 3.6038 0.0 0.1 0.0
N -2.4962 -3.2611 4.8828 0.0 0.1 0.0
C -2.5172 -4.6151 5.4270 0.0 0.0 0.0
C -2.5342 -2.2385 5.9151 0.0 0.0 -0.1
H -0.9165 -5.0264 1.3360 0.0 0.0 0.0
H -0.1174 -3.5143 1.8274 -0.1 0.0 0.0
H -1.4893 -3.4664 0.7151 0.0 0.0 0.0
H -3.6034 -4.4469 1.5495 0.0 0.0 0.0
H -3.9666 -4.2712 3.2738 0.0 0.0 0.0
H -3.0958 -5.7000 2.6858 0.0 0.0 0.0
H -2.1640 -5.3314 4.6912 0.0 0.0 0.0
H -3.5270 -4.8926 5.7379 0.0 0.0 0.0
H -1.8569 -4.6697 6.2977 0.0 0.0 0.0
H -2.7388 -1.2693 5.4684 0.0 0.0 0.0
H -1.5839 -2.1721 6.4530 0.0 0.0 0.0
H -3.3302 -2.4942 6.6154 0.0 0.0 0.0
```
Positions in Å, forces in eV/Å.

The net charge is 0. For the total energy, the calculation gives -4166.2347 a.u. The calculation puts the frontier orbital gap at 7.098 eV. Its multiplicity is 1. The lowest unoccupied orbital energy comes out at 0.30 eV.

2.
# C20H44F4InN2O26S9

A molecular structure, C20H44F4InN2O26S9 at a distorted geometry (ωB97M-V/def2-TZVPD, the OMol25 dataset).

The geometry in XYZ format:
```
106
Properties=species:S:1:pos:R:3:forces:R:3
In -3.5661 -0.2037 1.2960 1.6 0.6 -0.4
N -1.0766 -0.0941 -0.1075 1.2 -0.8 -1.9
S 0.4119 0.1529 0.4098 0.4 0.8 5.7
O 0.8494 1.4992 0.3563 0.1 0.3 -1.1
O 1.3591 -0.9143 0.3535 -0.3 -0.2 -1.3
F -0.0383 0.0668 1.9564 0.1 -0.2 -0.4
S -0.8450 -0.1333 -1.7252 -3.4 0.2 -1.8
O -0.3206 -1.3380 -2.2726 0.8 -0.2 0.6
O -0.4868 1.0979 -2.3357 0.8 0.3 0.4
F -2.3844 -0.2135 -2.0439 0.0 -0.4 0.0
N -2.0394 -0.6776 3.6365 -0.1 0.9 1.4
S -1.5390 -2.0956 4.1427 1.5 -4.8 -2.3
O -2.4521 -3.0230 4.7030 -0.6 0.9 0.5
O -0.1934 -2.0862 4.6241 -0.5 1.0 0.3
F -1.3710 -2.7054 2.6741 0.0 0.5 0.3
S -1.8689 0.2197 5.0365 -0.6 3.2 0.4
O -0.7058 1.0283 4.9946 0.5 -0.4 -0.6
O -2.2322 -0.3726 6.2621 -0.3 -1.0 -0.3
F -3.0054 1.2489 4.7044 -0.4 -0.3 -0.2
C -3.6966 3.6812 -3.9419 -0.3 -0.2 -0.9
C -2.3196 3.8049 -3.2515 -0.7 0.2 -0.7
C -2.5758 3.9094 -1.7657 -0.7 -0.4 0.5
S -4.1434 3.0065 -1.4462 0.0 1.5 -1.3
O -5.0886 3.9508 -0.9200 -0.2 -0.4 0.4
O -3.8442 1.7645 -0.7576 -0.1 -0.9 0.8
C -4.5603 2.7001 -3.1937 0.2 -1.2 1.1
H -3.5421 3.3338 -4.9655 -0.1 0.0 0.0
H -4.2223 4.6320 -4.0430 0.2 0.1 0.3
H -1.9084 4.7056 -3.7065 0.5 0.0 0.5
H -1.7002 2.9527 -3.5215 0.0 0.0 0.2
H -2.8312 4.9198 -1.4524 0.2 0.0 0.1
H -1.8919 3.4213 -1.0749 0.4 0.2 -0.2
H -5.6430 2.7365 -3.2802 0.0 0.5 -0.1
H -4.2924 1.6498 -3.3438 0.3 0.1 -0.2
C -1.3812 -6.2528 -0.0669 -0.8 -0.1 0.0
C -0.3321 -5.4078 0.6739 0.4 -0.8 -0.6
C -0.2822 -4.0816 -0.0664 -0.1 -0.1 -0.2
S -1.9878 -3.7310 -0.5513 0.3 -0.9 0.4
O -2.0339 -3.4278 -1.9557 -0.3 -0.2 -0.2
O -2.6097 -2.8200 0.3872 -0.6 1.0 0.2
C -2.6206 -5.3764 -0.1890 -0.5 -0.1 0.4
H -1.6261 -7.1737 0.4607 0.0 0.1 0.1
H -1.0677 -6.5668 -1.0654 0.4 0.2 0.1
H 0.5852 -5.9842 0.5368 0.3 0.5 0.3
H -0.4928 -5.2876 1.7428 -0.4 -0.1 0.0
H 0.2266 -4.2409 -1.0188 0.1 0.3 0.0
H 0.1178 -3.2321 0.4819 0.0 0.0 -0.1
H -3.4075 -5.6430 -0.8922 0.3 -0.1 -0.4
H -3.1109 -5.3486 0.7863 0.1 0.4 0.0
C 0.0381 3.9287 3.7812 0.7 0.5 0.7
C 0.6183 4.0973 2.3640 -0.7 0.1 -0.7
C -0.5317 4.4882 1.4243 0.3 -0.2 -0.4
S -2.0187 3.7533 2.0984 0.6 0.9 -0.1
O -2.0219 2.3349 1.7744 -0.2 -0.7 0.1
O -3.1440 4.5591 1.7276 -0.4 -0.2 0.1
C -1.4942 4.0000 3.7820 0.2 0.1 0.8
H 0.4145 4.7361 4.4138 -0.2 0.1 -0.1
H 0.4197 3.0488 4.2918 -0.2 -0.3 -0.4
H 1.0517 3.1652 2.0157 0.1 0.0 0.0
H 1.3387 4.9066 2.2523 0.3 -0.2 0.5
H -0.3584 4.1737 0.3946 -0.2 -0.3 0.1
H -0.7221 5.5605 1.3590 -0.1 0.0 0.4
H -1.9647 3.3102 4.4758 0.0 -0.3 -0.3
H -1.7969 4.9810 4.1490 -0.3 0.1 -0.6
C 2.4748 0.0091 4.6028 -0.1 -0.7 0.6
C 3.3685 -0.2548 3.4059 0.5 0.3 -1.5
O 4.6971 -0.4242 3.8883 0.1 -0.1 0.5
S 4.8554 0.1385 5.3850 -0.7 -0.1 -0.6
O 5.1597 1.5173 5.3909 0.1 0.7 -0.3
O 5.6768 -0.7607 6.0792 0.2 -0.7 0.6
O 3.3139 -0.0270 5.7722 0.6 0.1 0.0
H 1.8416 -0.8610 4.7771 -0.5 0.5 -0.3
H 1.9387 0.9553 4.5561 -0.1 -0.1 0.0
H 3.4397 0.5166 2.6255 -0.4 0.4 0.5
H 3.0601 -1.1304 2.8232 0.2 -0.2 0.5
C 2.7803 4.3092 -1.3154 -0.9 -0.1 0.1
C 2.1077 3.1333 -1.9938 -1.2 -0.9 -0.3
O 2.7848 1.9759 -1.4914 0.2 0.1 0.2
S 4.3084 2.3221 -1.2120 -0.1 -0.2 -0.5
O 5.0565 2.0426 -2.3778 0.3 0.2 -0.7
O 4.7269 1.7202 -0.0091 -0.2 -0.1 0.9
O 4.1098 3.8920 -1.0300 0.4 0.1 -0.2
H 2.2836 4.5100 -0.3646 0.1 0.0 0.1
H 2.6997 5.1952 -1.9404 0.6 0.1 0.0
H 2.0582 3.0852 -3.0847 0.8 0.4 0.0
H 1.0614 2.9946 -1.7167 0.1 0.2 0.4
C -1.2649 -4.7341 -4.9626 0.3 0.6 0.4
C 0.2085 -4.7062 -5.4041 0.1 -0.2 -0.6
O 0.3997 -3.9680 -6.5843 -0.3 0.0 0.0
O -1.7239 -3.3990 -4.8118 0.1 -0.4 -0.1
H -1.2980 -5.2435 -3.9944 -0.2 -0.2 -0.1
H -1.8926 -5.2336 -5.7001 0.1 0.0 -0.1
H 0.5543 -5.7127 -5.6479 0.0 0.0 0.3
H 0.8205 -4.2886 -4.5896 -0.1 0.0 0.1
H -0.2179 -3.2235 -6.5809 0.1 0.1 0.1
H -1.6292 -3.1832 -3.8744 -0.1 0.2 0.1
C 4.4973 -2.0757 -1.2078 0.1 -1.1 0.5
C 3.4403 -1.5205 -2.1744 -0.2 0.3 -0.5
O 2.4842 -2.5173 -2.4376 -0.4 -0.5 -0.1
O 3.8865 -2.5882 -0.0556 -0.4 0.1 0.1
H 5.2754 -1.3919 -0.8865 -0.2 0.4 -0.2
H 4.9824 -2.9443 -1.6920 0.0 0.3 -0.4
H 3.9680 -1.2726 -3.1043 0.0 0.1 0.1
H 2.9440 -0.6488 -1.7621 0.2 0.3 0.2
H 1.5736 -2.1657 -2.4900 0.6 0.1 0.2
H 3.1473 -3.1357 -0.3784 0.1 0.2 0.2
```
Positions in Å, forces in eV/Å.

The net charge is +1. For the total energy, the calculation gives -7026.8519 a.u. The calculation puts the frontier orbital gap at 1.762 eV. Its multiplicity is 1. The lowest unoccupied orbital energy comes out at -10.43 eV.

3.
# C20H44N2O4

3 unconnected molecules or ions with the total composition C20H44N2O4 at a distorted geometry (ωB97M-V/def2-TZVPD, the OMol25 dataset).

The geometry in XYZ format:
```
70
Properties=species:S:1:pos:R:3:forces:R:3
C -2.6953 -6.7427 1.9121 1.1 -1.9 0.4
C -1.7145 -5.9402 2.8739 -1.5 0.0 -0.1
C -0.4300 -5.4845 2.1152 -0.3 0.3 -0.5
C -0.6175 -4.2417 1.2355 0.0 0.2 1.3
C -1.2418 -3.1096 2.0692 0.8 -0.1 -1.1
C -2.5644 -3.4980 2.7156 -0.2 -1.6 -0.3
N -2.4276 -4.7579 3.4988 4.2 1.3 -2.4
O -3.6044 -4.9797 4.1402 -0.9 -1.6 0.9
C -2.8948 -2.4472 3.7154 -0.4 1.8 0.3
C -3.6240 -3.5921 1.5857 -0.6 0.4 -0.7
C -1.1910 -6.8923 3.9916 -0.7 0.1 0.6
H -3.5857 -6.3758 1.4016 0.4 0.7 0.4
H -2.9834 -7.6805 2.3871 -0.8 0.3 1.0
H -2.1267 -7.3312 1.1921 0.6 0.8 -0.8
H 0.4083 -5.4045 2.8073 -0.2 0.6 0.3
H -0.0496 -6.2498 1.4387 -0.5 -0.6 0.1
H -1.2574 -4.4655 0.3820 0.0 -0.1 0.0
H 0.3498 -3.9217 0.8482 0.0 0.0 -0.1
H -1.3567 -2.2719 1.3814 -0.8 0.1 0.0
H -0.5272 -2.6585 2.7577 0.1 -0.6 0.6
H -3.8532 -2.5557 4.2231 0.1 -0.2 -0.1
H -2.1015 -2.2902 4.4462 0.0 -0.5 0.2
H -2.9100 -1.4891 3.1960 -0.3 0.2 -0.2
H -4.5530 -4.1584 1.6525 0.1 -0.2 1.3
H -3.9789 -2.5828 1.3772 0.2 0.2 -0.2
H -3.2652 -4.0229 0.6510 0.6 0.3 0.0
H -0.6907 -6.4394 4.8475 1.2 0.9 -0.8
H -0.5946 -7.6696 3.5139 0.1 0.0 0.3
H -1.9025 -7.3514 4.6779 -1.1 -0.6 -1.0
H -3.1900 -5.1605 4.9871 -1.1 -0.1 0.7
C 2.2835 2.4969 -3.7576 0.4 -0.1 1.5
C 2.2639 4.0110 -3.2253 2.9 -1.4 -2.2
C 1.4542 4.7911 -4.2744 -0.9 -1.2 2.1
C 1.1121 6.1155 -3.6690 0.6 0.2 -2.3
C 0.4451 5.9340 -2.3422 -0.3 1.0 0.8
C 1.3313 5.3096 -1.1991 -0.6 0.1 -2.3
N 1.9509 4.0841 -1.7854 -3.7 1.6 -3.4
O 2.8675 3.4273 -1.0756 1.7 -0.9 1.7
C 2.3171 6.4099 -0.7331 0.5 -0.3 1.1
C 0.3065 4.7740 -0.1988 0.5 1.0 1.2
C 3.7436 4.5009 -3.4140 0.8 0.2 0.1
H 1.3875 1.9668 -3.4347 -0.2 0.0 -0.2
H 3.1408 1.9493 -3.3660 0.0 0.0 1.0
H 2.5148 2.2396 -4.7912 -0.7 1.1 -0.6
H 1.9567 4.6932 -5.2367 0.1 0.5 0.2
H 0.4647 4.3509 -4.3973 -0.1 -0.6 -0.1
H 0.5426 6.5455 -4.4930 -0.8 0.8 0.6
H 1.9971 6.7514 -3.6480 0.1 0.1 0.6
H -0.5339 5.4595 -2.2757 0.2 -0.7 -1.1
H 0.1228 6.9453 -2.0941 0.4 0.2 0.8
H 2.8927 6.0410 0.1159 0.0 0.0 0.2
H 3.0821 6.7978 -1.4056 -0.2 -0.8 -0.8
H 1.8680 7.3591 -0.4407 -0.7 -0.3 0.3
H 0.7745 4.0608 0.4798 -0.1 0.1 0.2
H -0.0848 5.6193 0.3674 0.1 0.1 0.5
H -0.6000 4.3464 -0.6272 0.4 -0.3 -0.5
H 4.0541 5.2591 -2.6952 -0.3 0.0 0.2
H 3.9917 4.9353 -4.3825 -0.5 0.0 -0.3
H 4.4868 3.7113 -3.3034 -0.2 -0.2 0.2
H 2.4320 2.5819 -0.9444 0.4 -0.4 0.5
C 0.6760 0.3138 -1.1381 0.8 -2.4 -0.1
C 0.5481 -1.0490 -0.5014 0.8 -1.4 -1.0
O 1.4831 -1.2180 0.5254 0.2 0.3 1.0
O 0.1138 1.2186 -0.2767 -1.0 1.6 0.0
H 0.2896 0.2438 -2.1549 -0.5 0.5 -0.1
H 1.7432 0.5278 -1.1953 0.4 -0.3 -0.4
H 0.8598 -1.8208 -1.2050 -0.1 0.1 -0.5
H -0.4375 -1.3741 -0.1683 -0.4 0.7 -0.1
H 1.2563 -0.5456 1.1719 0.2 0.1 0.4
H 0.0754 2.0008 -0.8318 -0.4 0.9 0.6
```
Positions in Å, forces in eV/Å.

The net charge is 0. For the total energy, the calculation gives -1198.6760 a.u. The calculation puts the frontier orbital gap at 8.632 eV. Its SMILES is CC1(C)CCCC(C)(C)N1O.CC1(C)CCCC(C)(C)N1O.OCCO. Its multiplicity is 1. The lowest unoccupied orbital energy comes out at 0.67 eV.

> Among the records above, which one has the highest lowest unoccupied orbital energy?

C20H44N2O4

> What is the formula in the first record?

C20H44ClN6O8PS2Ti

> What is the net charge in the second record?

+1